Record 1
DFT (ωB97M-V with the def2-TZVPD basis set) results for a molecular structure, C5H6N2O2.

Output
HOMO energy: -8.8 eV
E_LUMO: 0.558 eV
orbital gap: 0.3438 hartree
spin multiplicity: 1

Element x y z (Å)
C1 1.955 0.345 -2.224
C2 1.104 -0.423 -1.164
C3 -0.596 -0.007 0.672
C4 -1.415 -0.933 2.268
C5 -2.252 0.156 1.939
H1 1.423 1.045 -2.686
H2 2.174 -0.193 -2.937
H3 2.781 1.000 -1.538
H4 0.272 1.533 -0.508
H5 -1.585 -1.601 3.125
H6 -3.242 0.458 2.126
N1 0.245 0.392 -0.430
N2 -0.345 -0.908 1.520
O1 1.191 -1.622 -0.960
O2 -1.709 0.756 0.798

Record 2
DFT (ωB97M-V with the def2-TZVPD basis set) results for a molecular structure, C33H44CsF5N8O5S.

Output
HOMO energy: -2.5 eV
E_LUMO: 2.935 eV
net charge: -2
orbital gap: 0.2014 hartree
spin multiplicity: 1

Element x y z (Å)
Cs1 -0.845 0.063 1.546
C1 7.417 0.178 0.141
C2 6.486 -0.379 -0.935
C3 6.676 -1.901 -1.001
C4 6.875 0.242 -2.283
C5 5.018 -0.073 -0.637
C6 4.598 0.595 0.503
C7 3.239 0.824 0.694
N1 2.312 0.425 -0.168
C8 2.696 -0.229 -1.258
C9 4.029 -0.487 -1.529
C10 1.577 -0.710 -2.153
C11 1.763 -1.764 -3.032
C12 0.698 -2.238 -3.800
C13 -0.520 -1.604 -3.630
C14 -0.618 -0.547 -2.730
N2 0.401 -0.096 -2.011
C15 0.912 -3.388 -4.783
C16 1.575 -4.573 -4.069
C17 -0.408 -3.869 -5.389
C18 1.825 -2.903 -5.918
H1 8.454 -0.026 -0.136
H2 7.232 -0.284 1.114
H3 7.305 1.260 0.250
H4 7.725 -2.141 -1.200
H5 6.069 -2.346 -1.793
H6 6.387 -2.368 -0.057
H7 7.925 0.031 -2.504
H8 6.738 1.326 -2.264
H9 6.271 -0.157 -3.101
H10 5.297 0.938 1.254
H11 2.877 1.341 1.579
H12 4.303 -1.004 -2.440
H13 2.731 -2.245 -3.094
H14 -1.407 -1.922 -4.161
H15 -1.573 -0.057 -2.566
H16 0.982 -4.890 -3.208
H17 2.577 -4.327 -3.713
H18 1.664 -5.419 -4.757
H19 -1.105 -4.203 -4.617
H20 -0.215 -4.711 -6.058
H21 -0.895 -3.084 -5.973
H22 2.793 -2.577 -5.532
H23 1.372 -2.059 -6.443
H24 1.996 -3.709 -6.639
C19 -3.186 5.635 -1.051
N3 -2.505 4.512 -0.440
C20 -1.127 4.338 -0.835
C21 -3.235 3.336 -0.236
N4 -2.944 2.177 -0.669
N5 -4.347 3.544 0.577
C22 -4.883 2.401 1.254
N6 -4.262 2.234 2.462
N7 -5.853 1.751 0.739
H25 -2.719 6.573 -0.740
H26 -4.231 5.651 -0.750
H27 -3.149 5.586 -2.151
H28 -0.603 5.285 -0.695
H29 -1.015 4.042 -1.892
H30 -0.665 3.593 -0.189
H31 -2.133 2.191 -1.275
H32 -4.148 4.285 1.237
H33 -3.288 2.530 2.521
H34 -4.460 1.397 2.987
H35 -6.067 0.956 1.341
O1 -3.093 5.251 8.016
C23 -2.020 4.837 7.517
O2 -0.848 5.233 7.702
C24 -2.172 3.668 6.535
C25 -3.111 2.664 6.757
C26 -3.217 1.621 5.856
N8 -2.485 1.522 4.737
C27 -1.599 2.498 4.515
C28 -1.401 3.566 5.387
C29 -0.885 2.439 3.173
O3 0.182 1.793 3.076
O4 -1.488 3.015 2.222
H36 -3.756 2.722 7.625
H37 -3.926 0.814 6.027
H38 -0.649 4.315 5.178
C30 -2.905 -3.699 -0.285
S1 -3.023 -2.049 0.373
C31 -4.423 -1.515 -0.606
O5 -1.847 -1.316 -0.220
H39 -3.818 -4.252 -0.060
H40 -2.063 -4.172 0.219
H41 -2.733 -3.597 -1.360
H42 -5.324 -2.011 -0.236
H43 -4.245 -1.751 -1.658
H44 -4.506 -0.432 -0.470
F1 -0.630 -4.438 2.259
C32 -1.630 -3.576 2.822
F2 -2.837 -4.292 2.484
C33 -1.515 -3.882 4.302
F3 -0.337 -3.443 4.787
F4 -1.583 -5.203 4.636
F5 -2.498 -3.280 4.996

Record 3
DFT (ωB97M-V with the def2-TZVPD basis set) results for a single C6H5NS molecule.

Output
HOMO energy: -7.8 eV
E_LUMO: 0.212 eV
orbital gap: 0.2941 hartree
spin multiplicity: 1

Element x y z (Å)
C1 -1.141 1.318 0.981
C2 -1.483 -1.173 0.096
C3 -1.254 0.270 0.267
C4 -0.300 1.176 -0.293
C5 0.558 -0.930 -1.010
C6 1.851 -0.644 -0.349
N1 -0.368 -1.564 -0.478
S1 1.634 1.286 0.112
H1 -1.501 1.829 1.772
H2 -2.345 -1.899 0.447
H3 2.062 -1.351 0.430
H4 2.627 -0.469 -1.071
H5 -0.340 2.151 -0.904

Record 4
DFT (ωB97M-V with the def2-TZVPD basis set) results for a single C4H5NO molecule.

Output
HOMO energy: -10.0 eV
E_LUMO: 0.851 eV
orbital gap: 0.3972 hartree
spin multiplicity: 1

Element x y z (Å)
C1 -1.684 -1.169 -1.767
C2 -0.754 -0.925 -1.044
C3 0.355 -0.610 -0.139
N1 0.012 0.497 0.733
C4 0.961 1.355 1.182
O1 2.147 1.242 0.944
H1 -2.495 -1.405 -2.419
H2 1.245 -0.316 -0.702
H3 0.625 -1.498 0.448
H4 -0.956 0.661 0.955
H5 0.545 2.167 1.809

Record 5
DFT (ωB97M-V with the def2-TZVPD basis set) results for a single C3H3PS molecule.

Output
HOMO energy (alpha / beta): -8.0 / -7.9 eV
E_LUMO (alpha / beta): -0.896 / -0.897 eV
orbital gap (alpha / beta): 0.2593 / 0.2591 hartree
spin multiplicity: 1

Element x y z (Å)
C1 -0.381 1.069 0.482
C2 0.952 1.138 0.056
P1 2.335 1.288 -0.653
C3 3.751 0.097 0.482
S1 4.105 -1.413 0.186
H1 -0.435 0.767 1.636
H2 -0.840 0.341 -0.147
H3 -0.924 2.089 0.200

Record 6
DFT (ωB97M-V with the def2-TZVPD basis set) results for 2 unconnected molecules or ions with the total composition C3H4BrN.

Output
HOMO energy (alpha / beta): -11.0 / -8.8 eV
E_LUMO (alpha / beta): -1.360 / -0.652 eV
orbital gap (alpha / beta): 0.3524 / 0.2989 hartree
spin multiplicity: 1

Element x y z (Å)
C1 -0.738 1.302 -0.027
C2 0.884 -0.597 -0.325
C3 -0.061 0.252 0.492
N1 -1.030 2.267 -0.626
Br1 -0.133 -0.145 2.284
H1 0.533 -0.404 -1.246
H2 0.897 -1.678 -0.056
H3 1.865 -0.154 -0.029
H4 -2.217 -0.842 -0.466

Record 7
DFT (ωB97M-V with the def2-TZVPD basis set) results for a single C5H7NO molecule.

Output
HOMO energy: -8.6 eV
E_LUMO: -0.819 eV
orbital gap: 0.2861 hartree
spin multiplicity: 1

Element x y z (Å)
C1 -1.733 0.083 0.329
C2 -0.433 0.199 -0.479
C3 0.563 1.129 0.120
C4 1.748 1.046 0.560
N1 1.538 -1.219 -0.156
C5 0.293 -1.238 -0.597
O1 -0.444 -2.113 -1.079
H1 -2.328 1.005 0.328
H2 -1.515 -0.195 1.367
H3 -2.319 -0.721 -0.124
H4 -0.657 0.523 -1.507
H5 0.631 2.217 0.462
H6 2.659 1.418 0.998
H7 1.996 -2.134 -0.221

Record 8
DFT (ωB97M-V with the def2-TZVPD basis set) results for a single C2H3IOS molecule.

Output
HOMO energy: -9.4 eV
E_LUMO: -0.541 eV
orbital gap: 0.3259 hartree
spin multiplicity: 1

Element x y z (Å)
C1 -0.187 -0.176 -0.132
S1 -0.240 -1.884 -0.787
C2 0.979 -2.759 0.634
O1 1.486 -2.187 1.519
I1 0.997 -4.850 0.172
H1 -1.144 0.206 -0.442
H2 0.492 0.489 -0.696
H3 0.186 0.049 0.906

Calculated values (eV) of ΔE to the lowest compared entry with this formula, charge and spin for the records, taken in order: 2.674, 2.550, 6.087, 1.708, 2.938, 4.454, 4.719, 0.746.